1.
Formula: C21H63N12O9P3
Source: the OMol25 dataset
Level of theory: ωB97M-V/def2-TZVPD

Positions of all 108 atoms, in Å:
C: 22.60475 4.08846 6.05690
N: 22.29175 5.39779 5.53724
C: 20.96975 5.61333 4.99479
P: 23.60757 6.42013 4.98425
O: 23.34723 7.90437 5.01469
N: 25.03450 5.89389 5.88876
C: 26.42177 6.21985 5.37049
C: 24.88480 6.09441 7.38353
N: 23.95860 5.93559 3.39582
C: 24.45867 6.89856 2.34352
C: 23.91273 4.49130 2.94667
H: 22.14732 3.30510 5.45257
H: 21.95792 3.94606 6.92259
H: 23.67705 3.98638 6.22379
H: 20.82446 5.04149 4.07828
H: 20.88754 6.65752 4.69307
H: 20.11574 5.45743 5.65393
H: 27.09564 5.40557 5.63684
H: 26.53391 6.45925 4.31304
H: 26.80758 7.05077 5.96110
H: 24.72429 7.13350 7.67098
H: 24.08629 5.42241 7.69799
H: 25.69985 5.67463 7.97309
H: 24.28265 7.92363 2.66962
H: 25.48421 6.67039 2.05317
H: 23.82932 6.79659 1.45942
H: 22.88347 4.17483 2.77764
H: 24.40308 3.92140 3.73587
H: 24.54375 4.37545 2.06548
C: 10.57512 8.63368 -6.94612
N: 10.09069 9.97857 -6.66398
C: 10.07836 10.88052 -7.80575
P: 9.69683 10.63939 -5.05222
O: 9.98710 12.14483 -4.99040
N: 8.03052 10.11050 -4.92062
C: 7.05815 10.78478 -4.01524
C: 7.39647 9.29104 -5.89155
N: 10.51990 9.64449 -3.94757
C: 11.91830 9.72711 -3.82056
C: 9.86608 8.86194 -2.88611
H: 11.45240 8.63144 -7.59303
H: 9.71183 8.12958 -7.38052
H: 10.88511 8.12107 -6.03549
H: 10.12536 11.93065 -7.51746
H: 9.24624 10.71616 -8.49034
H: 10.98507 10.75591 -8.39774
H: 7.54055 11.66716 -3.59475
H: 6.14458 10.93881 -4.58948
H: 6.80801 10.16200 -3.15636
H: 7.13211 9.86365 -6.78055
H: 8.04824 8.48713 -6.23365
H: 6.49836 8.82602 -5.48499
H: 12.37395 8.87057 -4.31738
H: 12.33128 10.61507 -4.29916
H: 12.18936 9.69698 -2.76523
H: 10.48844 8.01115 -2.60874
H: 8.84283 8.56710 -3.11879
H: 9.80659 9.56748 -2.05738
C: 21.51303 8.14264 -6.28168
N: 21.40515 7.69960 -7.67916
C: 20.03004 7.91063 -8.19122
P: 22.04723 6.13843 -7.98535
O: 21.25182 5.01923 -7.41310
N: 22.22565 6.09315 -9.78083
C: 22.23782 4.78640 -10.45888
C: 22.61011 7.30671 -10.58797
N: 23.68910 6.26137 -7.51546
C: 24.61537 7.24600 -8.12162
C: 24.24029 5.36333 -6.53336
H: 21.03785 9.11379 -6.14314
H: 22.54863 8.22081 -5.95073
H: 21.13231 7.43922 -5.54118
H: 20.01748 7.71286 -9.26306
H: 19.75441 8.95186 -8.02398
H: 19.42058 7.24088 -7.58448
H: 23.28394 4.48170 -10.48920
H: 21.76500 4.02046 -9.84418
H: 21.76177 4.85077 -11.43731
H: 23.68017 7.38917 -10.77834
H: 22.11606 7.33445 -11.55919
H: 22.44932 8.20356 -9.98970
H: 25.01110 6.85692 -9.05976
H: 24.10791 8.15058 -8.45682
H: 25.37446 7.59906 -7.42361
H: 24.42641 5.83723 -5.56959
H: 25.26310 5.13271 -6.83132
H: 23.56824 4.50542 -6.55537
C: 17.04592 3.26137 -1.26765
N: 15.68582 3.33876 -0.59518
O: 15.54032 4.12727 0.33358
O: 14.80848 2.53687 -1.01449
H: 17.07210 2.63326 -2.15810
H: 17.85445 3.02514 -0.57584
H: 17.43631 4.25434 -1.49055
C: 15.03395 0.24570 -7.10196
N: 14.02458 1.27220 -6.79897
O: 12.94415 1.12566 -7.26870
O: 14.44734 2.26682 -6.25762
H: 14.85890 -0.57632 -6.40789
H: 16.02016 0.70372 -7.02638
H: 14.89408 -0.04074 -8.14431
C: 18.63942 -3.44151 4.87926
N: 18.99274 -3.43411 3.44484
O: 18.45990 -2.54727 2.76451
O: 19.75726 -4.27461 3.02747
H: 18.14915 -4.37678 5.14947
H: 17.94732 -2.60118 4.93356
H: 19.49022 -3.15732 5.49851

- F_max (eV Å⁻¹) = 3.477
- LUMO level (eV) = 0.06
- structure (SMILES) = CN(C)P(=O)(N(C)C)N(C)C.CN(C)P(=O)(N(C)C)N(C)C.CN(C)P(=O)(N(C)C)N(C)C.C[N+](=O)[O-].C[N+](=O)[O-].C[N+](=O)[O-]
- orbital gap (eV) = 8.39
- spin multiplicity = 1

2.
Formula: C21H63O28P7
Source: the OMol25 dataset
Level of theory: ωB97M-V/def2-TZVPD

Positions of all 119 atoms, in Å:
C: 23.92916 -1.76064 13.19693
O: 23.59434 -2.40616 11.99692
P: 23.56732 -4.07068 12.00788
O: 22.58991 -4.54508 13.01038
O: 23.19408 -4.43597 10.44575
C: 23.64903 -5.69851 10.05657
O: 25.15242 -4.47531 12.13319
C: 26.15951 -3.82862 11.47252
H: 24.89392 -1.27110 13.06390
H: 23.81320 -2.34176 14.11177
H: 23.15719 -0.99335 13.25560
H: 23.97502 -6.40424 10.82061
H: 24.40852 -5.73597 9.27563
H: 22.76494 -6.21563 9.68364
H: 26.84867 -4.59335 11.11426
H: 26.66702 -3.13329 12.14114
H: 25.64460 -3.34067 10.64495
C: 18.40452 -14.91404 12.44262
O: 19.39053 -14.03379 12.99937
P: 20.78653 -14.56197 13.68174
O: 21.61893 -13.48861 14.24892
O: 21.46434 -15.44754 12.50951
C: 21.92674 -14.87274 11.23456
O: 20.39206 -15.71247 14.73282
C: 21.22415 -16.11527 15.86058
H: 17.45870 -14.38482 12.55862
H: 18.31149 -15.76449 13.11802
H: 18.57371 -15.18819 11.40132
H: 21.54431 -13.85854 11.11945
H: 21.63281 -15.56829 10.44848
H: 23.01486 -14.87451 11.29850
H: 22.21668 -15.66493 15.87432
H: 21.42179 -17.18160 15.75112
H: 20.71160 -16.05047 16.82037
C: 15.46101 -9.85132 10.53685
O: 16.11891 -10.31732 11.70916
P: 16.17776 -9.41348 13.06997
O: 15.93412 -7.96297 13.00715
O: 17.59517 -9.78860 13.68930
C: 17.95716 -9.37129 14.92301
O: 15.14144 -10.21636 14.03101
C: 15.39945 -11.59155 14.46805
H: 14.78068 -10.62720 10.18577
H: 16.23987 -9.63284 9.80627
H: 14.75415 -9.04403 10.72850
H: 18.04449 -10.18010 15.64848
H: 17.42108 -8.58868 15.45990
H: 19.01852 -9.12338 14.91058
H: 16.48054 -11.63322 14.60068
H: 14.97886 -12.20311 13.66981
H: 14.89511 -11.68395 15.42993
C: 22.38907 -4.74670 6.89532
O: 21.43837 -4.46581 7.90223
P: 19.82503 -4.20291 7.54881
O: 19.10974 -5.41485 7.06241
O: 19.19106 -3.37478 8.84693
C: 20.07138 -2.69447 9.72011
O: 19.99044 -3.04763 6.38988
C: 18.87915 -2.42451 5.76714
H: 22.00079 -4.52303 5.90169
H: 22.76977 -5.76539 6.96901
H: 23.32906 -4.22555 7.07681
H: 21.13573 -2.70982 9.48554
H: 20.00910 -3.12253 10.72060
H: 19.84473 -1.62868 9.74898
H: 18.70238 -2.78311 4.75311
H: 19.16868 -1.38571 5.60847
H: 18.00881 -2.50651 6.41821
C: 19.21123 -11.30027 10.13250
O: 20.42564 -10.63801 9.98415
P: 20.65716 -9.09495 10.60663
O: 22.01656 -8.57290 10.40905
O: 19.40441 -8.24109 10.02719
C: 19.02347 -6.97198 10.58501
O: 20.29654 -9.33850 12.15952
C: 20.99422 -10.30251 12.88279
H: 19.31764 -12.37970 10.24027
H: 18.60393 -11.12197 9.24509
H: 18.62690 -10.98606 10.99733
H: 17.97908 -7.10000 10.86955
H: 19.08305 -6.17752 9.84111
H: 19.48865 -6.71990 11.53799
H: 20.43532 -10.81916 13.66305
H: 21.77841 -9.90391 13.52643
H: 21.34477 -11.08181 12.20611
C: 28.24119 -12.24934 11.57679
O: 26.98997 -12.93912 11.76934
P: 25.57150 -12.11819 11.68655
O: 24.34018 -12.84518 11.32410
O: 25.40921 -11.32247 13.12958
C: 24.26008 -11.37420 13.93357
O: 25.93355 -10.80123 10.75022
C: 25.01081 -9.69904 10.68977
H: 28.65395 -11.92245 12.53119
H: 28.22071 -11.40999 10.88168
H: 28.98134 -12.96491 11.21868
H: 23.35642 -11.68678 13.41031
H: 24.04423 -10.36340 14.27966
H: 24.26585 -11.97526 14.84285
H: 25.34918 -8.78933 11.18579
H: 24.01207 -10.09855 10.86584
H: 24.92752 -9.48606 9.62403
C: 21.84478 -10.70353 6.68870
O: 20.77293 -10.39599 5.77221
P: 19.19230 -10.73923 5.95042
O: 18.40792 -10.63171 4.68538
O: 19.18017 -12.22025 6.71890
C: 18.09160 -13.09427 6.51059
O: 18.80051 -9.75821 7.17005
C: 18.72379 -8.33881 6.86444
H: 22.36629 -9.76680 6.88533
H: 22.49924 -11.48001 6.29265
H: 21.60847 -11.00472 7.70926
H: 18.33103 -14.02295 5.99259
H: 17.32108 -12.60674 5.91334
H: 17.59494 -13.31658 7.45505
H: 17.68932 -8.00198 6.93170
H: 19.21117 -8.02845 5.94018
H: 19.18465 -7.76631 7.66939

- F_max (eV Å⁻¹) = 4.645
- LUMO level (eV) = 0.52
- structure (SMILES) = COP(=O)(OC)OC.COP(=O)(OC)OC.COP(=O)(OC)OC.COP(=O)(OC)OC.COP(=O)(OC)OC.COP(=O)(OC)OC.COP(=O)(OC)OC
- orbital gap (eV) = 10.72
- spin multiplicity = 1

3.
Formula: C21H64N4O9
Source: the OMol25 dataset
Level of theory: ωB97M-V/def2-TZVPD

Positions of all 98 atoms, in Å:
C: -1.73807 4.27482 -1.00928
C: -3.01816 3.95558 -0.33021
C: -4.16503 4.19646 -1.31533
O: -5.40235 3.95147 -0.70600
C: -6.51218 4.02148 -1.60704
N: -3.01682 2.58182 0.07891
H: -0.81147 3.98991 -0.51095
H: -1.57699 5.33373 -1.21141
H: -1.59170 3.77340 -1.96597
H: -3.21917 4.50648 0.58860
H: -3.96333 3.52223 -2.14769
H: -4.15005 5.25246 -1.58503
H: -6.43336 3.17816 -2.29311
H: -6.68739 4.99010 -2.07518
H: -7.42482 3.82465 -1.04449
H: -2.68349 2.47757 1.02660
H: -3.97942 2.33923 0.26502
C: -0.66129 -0.04588 3.83548
C: -1.19911 1.06997 2.94114
C: -2.32547 1.86369 3.61669
O: -2.73758 2.96410 2.77461
C: -3.86112 3.58516 3.31784
N: -0.07160 1.91686 2.55435
H: 0.26815 -0.46754 3.45282
H: -1.33903 -0.89935 3.81668
H: -0.43439 0.27189 4.85315
H: -1.55063 0.58257 2.03175
H: -2.04067 2.25936 4.59160
H: -3.11449 1.12447 3.75489
H: -4.70628 2.89732 3.34453
H: -4.22433 4.47245 2.79930
H: -3.66424 3.90665 4.34057
H: -0.20600 2.91509 2.62901
H: 0.70558 1.77502 3.18361
C: -0.64118 -0.61117 -1.79954
C: -0.39274 -0.32364 -0.29881
C: 0.92160 -0.96294 0.29599
O: 1.02699 -2.35919 0.06841
C: 0.21328 -3.15596 0.88810
N: -0.27602 1.12118 -0.24248
H: -0.91486 -1.65560 -1.94910
H: 0.23313 -0.42722 -2.42391
H: -1.48236 -0.03922 -2.19118
H: -1.25559 -0.67007 0.27004
H: 0.92737 -0.83502 1.37845
H: 1.86982 -0.55772 -0.05726
H: 0.23105 -4.15464 0.45172
H: -0.81791 -2.80584 0.93445
H: 0.51461 -3.27206 1.92918
H: -1.19957 1.49600 -0.40576
H: -0.15260 1.31507 0.74101
C: 0.96442 -4.82268 -2.40637
C: 1.62698 -4.00198 -3.56025
C: 3.09803 -4.41043 -3.89288
O: 3.96629 -4.16274 -2.82263
C: 4.44797 -2.87080 -2.62108
N: 0.76586 -4.16814 -4.70316
H: 1.11385 -5.89268 -2.55083
H: -0.09962 -4.62130 -2.28238
H: 1.51020 -4.66794 -1.47563
H: 1.55928 -2.94842 -3.28908
H: 3.49166 -4.05908 -4.84667
H: 3.11452 -5.50030 -3.89693
H: 3.69086 -2.23499 -2.16214
H: 4.84070 -2.43696 -3.54067
H: 5.20107 -2.90494 -1.83381
H: -0.13516 -4.40443 -4.31274
H: 1.03232 -4.99025 -5.22590
C: -1.95006 -4.50995 3.77179
O: -0.95641 -4.62921 4.79992
H: -1.62132 -5.20499 2.99916
H: -2.84160 -4.83284 4.30937
H: -2.16409 -3.49343 3.44168
H: -1.21628 -4.08377 5.54596
C: 2.98310 -2.62552 3.67757
O: 3.89700 -2.27228 4.65185
H: 2.97639 -1.87786 2.88444
H: 3.20433 -3.60275 3.24840
H: 1.95510 -2.57379 4.03624
H: 4.77371 -2.48540 4.32389
C: 2.58356 3.09909 -1.14710
O: 2.09313 1.88999 -1.59078
H: 1.99151 3.92995 -1.53081
H: 2.56766 2.98792 -0.06290
H: 3.61967 3.12968 -1.48420
H: 1.29291 1.64820 -1.11878
C: 0.64645 2.67419 -4.22253
O: 0.60725 3.54798 -5.34999
H: -0.01234 1.82202 -4.38955
H: 1.67119 2.34682 -4.04692
H: 0.37338 3.20661 -3.31145
H: 0.36904 3.09684 -6.16321
C: 5.19256 -0.12435 0.76776
O: 6.03171 -0.34925 -0.33885
H: 4.27056 -0.69104 0.63788
H: 5.57568 -0.49758 1.71750
H: 4.95204 0.93609 0.84339
H: 5.67616 0.17337 -1.06138

- F_max (eV Å⁻¹) = 3.251
- LUMO level (alpha / beta) (eV) = -2.20 / -8.24
- charge = +1
- <S²> = 0.76
- orbital gap (alpha / beta) (eV) = 8.68 / 2.64
- spin multiplicity = 2

4.
Formula: C21H64O11
Source: the OMol25 dataset
Level of theory: ωB97M-V/def2-TZVPD

Positions of all 96 atoms, in Å:
C: 2.67865 -4.38881 -12.20792
C: 3.64982 -5.60757 -12.49228
O: 2.96145 -6.80144 -12.51945
H: 1.93774 -4.25304 -12.99579
H: 3.20728 -3.45310 -12.02603
H: 2.12710 -4.53298 -11.27888
H: 4.45773 -5.74919 -11.77443
H: 4.10085 -5.49726 -13.47844
H: 3.08452 -7.24331 -13.36278
C: 0.49135 -5.73393 -7.94698
C: 1.24230 -4.41859 -7.67492
O: 2.53086 -4.59830 -7.20895
H: 0.37511 -6.34029 -7.04870
H: 0.94761 -6.32950 -8.73770
H: -0.50435 -5.54811 -8.34967
H: 0.72159 -3.78721 -6.95497
H: 1.27299 -3.87551 -8.61950
H: 2.93518 -3.73563 -7.32703
C: -2.71166 -3.36080 -5.13807
C: -3.38087 -3.77286 -6.47963
O: -4.18672 -2.73040 -6.91342
H: -2.47019 -2.29877 -5.09480
H: -1.83535 -4.00048 -5.03329
H: -3.33627 -3.53177 -4.26129
H: -4.00770 -4.65343 -6.33896
H: -2.64533 -4.07796 -7.22393
H: -4.80423 -2.55803 -6.19888
O: 3.91017 -7.08805 -7.71446
H: 3.28304 -6.36709 -7.65819
H: 3.61493 -7.60499 -8.46401
O: 1.58783 -5.66113 -4.55350
H: 2.29956 -5.33341 -4.00371
H: 1.80185 -5.35084 -5.43336
O: 5.07777 -2.34589 -4.70172
H: 4.61834 -2.35275 -5.54142
H: 5.99930 -2.23021 -4.93331
C: 1.40778 -9.75701 -11.21978
C: 1.67124 -8.90482 -9.96003
C: 1.68067 -9.65381 -8.58490
O: 2.89219 -8.24949 -10.09972
H: 0.44036 -10.25904 -11.23250
H: 2.20569 -10.47154 -11.42200
H: 1.36406 -9.07323 -12.06752
H: 0.86294 -8.17368 -9.97377
H: 0.81369 -10.25852 -8.31887
H: 1.66132 -8.91428 -7.78439
H: 2.55180 -10.28682 -8.41603
H: 2.82740 -7.76827 -10.92786
C: -3.23519 -7.22338 -9.25445
C: -2.52846 -8.31168 -8.49740
C: -2.89337 -8.25284 -7.03316
O: -2.81835 -9.59824 -9.00564
H: -3.26542 -6.24304 -8.77895
H: -4.27552 -7.40641 -9.52336
H: -2.65801 -7.15159 -10.17630
H: -1.45310 -8.27260 -8.67113
H: -2.41449 -9.03898 -6.44942
H: -3.95814 -8.39364 -6.84727
H: -2.62811 -7.30044 -6.57415
H: -3.72739 -9.83857 -8.81204
C: 5.07801 -3.28132 -8.92746
C: 4.54153 -1.93253 -8.43425
C: 3.58588 -1.32988 -9.45889
O: 3.86836 -2.14588 -7.24348
H: 5.77627 -3.82299 -8.28940
H: 5.60665 -3.10626 -9.86447
H: 4.21646 -3.94078 -9.03201
H: 5.37486 -1.23533 -8.34730
H: 4.13008 -0.97146 -10.33267
H: 3.10405 -0.44133 -9.05095
H: 2.74127 -1.98369 -9.67625
H: 3.61279 -1.27218 -6.93862
C: -0.57035 -1.52773 -8.37168
C: -1.00663 -0.07346 -8.11372
C: -2.47441 0.06050 -7.71175
O: -0.27087 0.43440 -6.95833
H: -0.95809 -1.92129 -9.31130
H: -0.99598 -2.21691 -7.64231
H: 0.51320 -1.59061 -8.27124
H: -0.79813 0.55302 -8.98099
H: -2.67252 -0.48031 -6.78634
H: -3.07271 -0.42070 -8.48543
H: -2.79714 1.09215 -7.57155
H: -0.70261 1.21579 -6.60528
C: 0.28482 -0.62516 -2.34707
C: -0.21676 -1.73459 -3.30092
C: 0.60753 -2.06384 -4.51986
O: -0.36502 -2.88717 -2.48210
H: 1.25807 -0.82029 -1.89674
H: -0.39816 -0.41979 -1.52279
H: 0.31921 0.30068 -2.92130
H: -1.24343 -1.49964 -3.58172
H: 1.68340 -2.12715 -4.35672
H: 0.41687 -1.38103 -5.34782
H: 0.41159 -3.07739 -4.86976
H: 0.49847 -3.12171 -2.13428

- F_max (eV Å⁻¹) = 2.387
- LUMO level (alpha / beta) (eV) = 2.27 / 2.23
- charge = -1
- <S²> = 0.75
- orbital gap (alpha / beta) (eV) = 1.66 / 9.96
- spin multiplicity = 2